The following is a DFT calculation (the ωB97M-V functional and the def2-TZVPD basis) of C6H11N as an isolated structure.

Geometry as ORCA input:
```
! RIJCOSX wB97M-V def2-TZVPD def2/J DEFGRID3
* xyz 0 1
C -2.439 -0.120 -0.887
C -1.357 -0.398 0.155
C 0.007 0.091 -0.285
C 1.153 -0.022 0.798
C 2.471 -0.637 0.368
C 0.904 1.363 0.552
N 0.775 2.572 0.382
H -3.413 -0.498 -0.559
H -2.536 0.955 -1.074
H -2.196 -0.603 -1.841
H -1.631 0.095 1.100
H -1.325 -1.477 0.372
H 0.357 -0.268 -1.256
H 0.042 1.726 -0.349
H 0.779 -0.392 1.756
H 2.343 -1.713 0.212
H 2.820 -0.192 -0.569
H 3.245 -0.483 1.126
*
```

Properties
Max |F|, eV/A: 0.61
E_HOMO, Eh: -0.2810
M, g/mol: 97.16
Energy, Eh: -289.79069

Atomic partial charges in e from the Löwdin method, atoms 1 to 8: C -0.118; C -0.277; C -0.205; C -0.277; C -0.055; C -0.332; N 0.134; H 0.069

---

The following is a DFT calculation (the ωB97M-V functional and the def2-TZVPD basis) of one molecule with the formula C6H11N at a distorted geometry.

Geometry as ORCA input:
```
! RIJCOSX wB97M-V def2-TZVPD def2/J DEFGRID3
* xyz 0 1
C -0.088 2.094 -1.476
C 0.043 1.397 -0.127
C 0.331 -0.112 -0.228
C -0.713 -0.765 -1.038
N -1.525 -1.263 -1.696
C 0.479 -0.754 1.175
C -0.121 -2.150 1.319
H -0.314 3.157 -1.344
H -0.893 1.650 -2.071
H 0.840 2.014 -2.054
H 0.849 1.852 0.464
H -0.881 1.526 0.450
H 1.266 -0.253 -0.787
H 1.545 -0.783 1.422
H 0.013 -0.092 1.915
H 0.288 -2.847 0.578
H 0.089 -2.550 2.315
H -1.208 -2.122 1.184
*
```

Properties
Max |F|, eV/A: 1.09
SMILES string: CCC(C#N)CC
E_HOMO, Eh: -0.4149
M, g/mol: 97.16
Energy, Eh: -289.96620

Atomic partial charges in e from the Löwdin method, atoms 1 to 8: C -0.105; C -0.239; C -0.323; C -0.221; N 0.165; C -0.221; C -0.115; H 0.074

---

The following is a DFT calculation (the ωB97M-V functional and the def2-TZVPD basis) of C6H11N as an isolated structure at a distorted geometry.

Geometry as ORCA input:
```
! RIJCOSX wB97M-V def2-TZVPD def2/J DEFGRID3
* xyz 0 1
C 0.604 0.537 -0.348
C -0.551 -0.263 -0.403
C -1.326 1.556 -0.508
C -1.324 -0.879 0.729
N 1.198 1.099 0.724
C 1.321 -1.753 -0.221
C 2.443 -2.211 -0.399
H 1.061 0.765 -1.303
H -0.791 -0.611 -1.395
H 2.110 1.505 0.595
H 1.057 0.637 1.611
H -2.255 1.234 -0.970
H -1.478 1.873 0.518
H -0.868 2.331 -1.116
H -1.185 -1.956 0.703
H -1.011 -0.497 1.701
H -2.391 -0.682 0.612
H 3.388 -2.685 -0.530
*
```

Properties
Max |F|, eV/A: 3.02
E_HOMO, Eh: -0.2855
M, g/mol: 97.16
Energy, Eh: -289.73509

Atomic partial charges in e from the Löwdin method, atoms 1 to 8: C -0.266; C -0.304; C 0.001; C -0.091; N 0.143; C -0.193; C -0.122; H 0.144

---

The following is a DFT calculation (the ωB97M-V functional and the def2-TZVPD basis) of an isolated ion of composition C6H11N and charge +1.

Geometry as ORCA input:
```
! RIJCOSX wB97M-V def2-TZVPD def2/J DEFGRID3
* xyz 1 2
C 2.037 -0.764 0.642
C 0.565 -1.130 0.499
C -0.295 -0.009 0.073
C -1.636 -0.207 -0.213
C -2.664 0.769 -0.172
C -2.365 2.072 -0.428
N 2.691 -0.812 -0.665
H 2.172 0.193 1.163
H 2.549 -1.422 1.345
H 0.531 -1.934 -0.241
H 0.219 -1.542 1.456
H 0.227 0.944 0.092
H -1.922 -1.182 -0.585
H -3.664 0.363 -0.165
H -1.340 2.383 -0.296
H -3.100 2.801 -0.731
H 3.664 -0.497 -0.572
H 2.329 -0.027 -1.202
*
```

Properties
Max |F|, eV/A: 0.98
E_HOMO (spin up / spin down), Eh: -0.4899 / -0.4894
M, g/mol: 97.16
Energy, Eh: -289.59943

Atomic partial charges in e from the Löwdin method, atoms 1 to 8: C -0.298; C -0.163; C 0.048; C 0.007; C -0.066; C 0.182; N 0.010; H 0.114

---

The following is a DFT calculation (the ωB97M-V functional and the def2-TZVPD basis) of an isolated ion of composition C6H11N2 and charge +1 at a distorted geometry.

Geometry as ORCA input:
```
! RIJCOSX wB97M-V def2-TZVPD def2/J DEFGRID3
* xyz 1 1
C 0.090 1.346 1.652
C 1.033 0.193 -1.143
C 0.680 0.134 1.135
C -0.035 -0.192 -0.173
C -1.125 0.937 -0.195
C -0.677 -1.535 -0.409
N -0.804 1.855 0.870
N 1.646 -0.747 -1.780
H 0.288 1.814 2.560
H 1.781 0.190 1.085
H 0.607 -0.541 2.037
H -1.461 2.541 0.921
H -2.135 0.540 0.038
H -1.243 1.452 -1.107
H -1.784 -1.375 -0.570
H -0.486 -2.150 0.395
H -0.289 -2.125 -1.245
H 1.346 -1.750 -1.692
H 2.567 -0.589 -2.379
*
```

Properties
Max |F|, eV/A: 4.52
E_HOMO, Eh: -0.4342
M, g/mol: 111.17
Energy, Eh: -344.37731

Atomic partial charges in e from the Löwdin method, atoms 1 to 8: C 0.054; C -0.087; C -0.088; C -0.468; C -0.081; C -0.008; N 0.165; N 0.075

---

The following is a DFT calculation (the ωB97M-V functional and the def2-TZVPD basis) of C6H11N2 as an isolated structure at a distorted geometry.

Geometry as ORCA input:
```
! RIJCOSX wB97M-V def2-TZVPD def2/J DEFGRID3
* xyz 1 1
C 0.312 -0.233 -1.328
C -1.504 0.380 -1.413
C 2.018 0.021 0.534
C 1.341 -1.236 0.839
C -0.543 0.630 0.928
C 0.601 -0.074 0.140
N 0.755 -0.498 -2.454
N -1.856 0.440 0.001
H -1.323 1.383 -1.787
H -2.015 -0.424 -1.902
H 2.138 0.656 1.403
H 2.838 0.236 -0.136
H 1.637 -2.102 0.241
H 0.993 -1.257 1.864
H -0.624 0.292 1.933
H -0.263 1.632 0.957
H 1.621 -0.891 -2.769
H -2.500 1.220 0.046
H -2.323 -0.403 0.127
*
```

Properties
Max |F|, eV/A: 5.04
E_HOMO, Eh: -0.4794
M, g/mol: 111.17
Energy, Eh: -344.36552

Atomic partial charges in e from the Löwdin method, atoms 1 to 8: C -0.164; C -0.006; C -0.094; C -0.030; C 0.050; C -0.360; N 0.186; N 0.063